Entry 1:
2 unconnected molecules or ions with the total composition C2H6N2O, computed with ωB97M-V/def2-TZVPD.

Results
ΔE to the lowest compared entry with this formula, charge and spin (kJ/mol): 224.5
Multiplicity: 1
SMILES string: [H]/N=C/N.C=O
LUMO (eV): 1.0
Kohn-Sham gap (eV): 10.20

```
11
C2H6N2O | the Open Molecules 2025 dataset | ωB97M-V/def2-TZVPD
O 4.39402 -2.99547 -3.08117
C 3.42274 -3.39306 -2.50800
H 2.67886 -4.07781 -2.95544
H 3.19148 -3.08609 -1.46976
N -1.67293 1.56418 2.34125
C -2.27599 1.97243 1.18596
N -1.54738 2.23755 0.16618
H -0.67097 1.46383 2.34099
H -2.10300 1.70290 3.23857
H -3.26249 2.39258 1.39520
H -2.15434 2.21897 -0.65376
```

---

Entry 2:
3 unconnected molecules or ions with the total composition C24H56F5N10O2P2, computed with ωB97M-V/def2-TZVPD.

Results
Multiplicity: 1
Total charge: +1
LUMO (eV): -2.4
Kohn-Sham gap (eV): 7.59

```
99
C24H56F5N10O2P2 | the Open Molecules 2025 dataset | ωB97M-V/def2-TZVPD
C -0.53973 -0.03226 4.61040
C -0.71943 -0.46654 3.11691
C 0.06158 0.53398 2.24291
C 0.28012 -0.01013 0.81671
N 0.95139 -1.34728 0.86993
C 2.29647 -1.21057 0.49591
N 2.63811 -0.87163 -0.83641
C 3.95346 -0.79149 -0.86554
C 4.66303 -0.40640 -2.13168
C 5.38811 0.94946 -1.94683
C 4.48710 2.10542 -1.47931
N 3.98587 2.93087 -2.59401
N 4.49218 -1.04337 0.29905
C 3.42852 -1.31421 1.19185
C 3.57174 -1.61799 2.67209
F 3.98530 -0.45749 3.26553
F 2.37644 -1.91673 3.16472
C 4.64164 -2.70174 3.00149
F 4.06773 -3.89519 3.06852
F 5.13175 -2.45471 4.22180
F 5.67277 -2.68609 2.14939
H -0.32622 1.04406 4.60455
H -1.45509 -0.21030 5.17900
H 0.32734 -0.53205 5.05426
H -1.79651 -0.47196 2.90845
H -0.35060 -1.48822 2.98848
H -0.44982 1.50310 2.22053
H 1.04816 0.65457 2.71946
H 0.92118 0.73416 0.31039
H -0.65646 -0.04485 0.25064
H 0.54389 -1.95588 0.15681
H 2.00057 -0.69572 -1.59826
H 4.00201 -0.40940 -3.00384
H 5.43821 -1.15378 -2.35890
H 5.89719 1.26126 -2.86605
H 6.17945 0.81068 -1.19695
H 3.64093 1.80651 -0.84585
H 5.11854 2.75441 -0.84447
H 3.49121 3.70540 -2.16494
H 4.77111 3.28377 -3.12902
H 5.48351 -1.03072 0.49109
O -0.87864 -4.43401 -0.50163
P -2.01860 -5.07319 -1.27156
N -3.07981 -5.29697 0.06927
C -3.94450 -6.43080 0.33782
C -3.51828 -4.07952 0.74601
N -1.20240 -6.53826 -1.65515
C -1.71170 -7.87157 -1.39543
C 0.25083 -6.54722 -1.55019
N -3.24509 -5.47811 -2.45770
C -2.71113 -5.54620 -3.84571
C -4.36420 -4.50624 -2.52106
H -4.70746 -6.60167 -0.43287
H -4.47622 -6.29682 1.28042
H -3.37616 -7.34844 0.47163
H -4.31313 -3.55564 0.19721
H -2.68786 -3.38064 0.86430
H -3.88610 -4.29125 1.75021
H -1.54235 -8.17493 -0.35556
H -1.20857 -8.60092 -2.03795
H -2.77043 -7.96203 -1.63197
H 0.58520 -6.65308 -0.51115
H 0.67771 -5.63456 -1.96100
H 0.66928 -7.37404 -2.12967
H -2.27880 -4.59174 -4.15946
H -3.51006 -5.81150 -4.53904
H -1.95021 -6.31347 -3.95022
H -4.01017 -3.48003 -2.64639
H -4.98438 -4.55208 -1.62738
H -5.02785 -4.74496 -3.35122
O -1.15053 3.93437 1.20320
P -0.83546 5.24463 0.51435
N -1.69700 6.27079 1.59840
C -2.49415 7.43824 1.27216
C -1.22516 6.27610 2.98092
N -1.75798 4.94779 -0.90970
C -2.76089 5.84099 -1.45805
C -2.13176 3.56856 -1.19248
N -0.04974 6.58114 -0.30870
C 0.74855 6.14784 -1.48586
C 0.89793 7.33786 0.54511
H -1.92665 8.24485 0.78920
H -2.94094 7.86460 2.17078
H -3.34128 7.18409 0.63891
H -0.32022 6.88488 3.11442
H -0.98994 5.26395 3.31440
H -1.98826 6.65383 3.66149
H -3.72264 5.73652 -0.94224
H -2.92853 5.61844 -2.51679
H -2.44528 6.88247 -1.42955
H -2.98856 3.24475 -0.58974
H -1.29974 2.89212 -1.00394
H -2.39336 3.45366 -2.24792
H 1.54089 5.44761 -1.20056
H 1.20560 7.01412 -1.96593
H 0.13128 5.67142 -2.24159
H 1.62566 6.68287 1.03139
H 0.37692 7.90664 1.31320
H 1.43959 8.07385 -0.04823
```

---

Entry 3:
A molecular structure, C11H23BrN2O, computed with ωB97M-V/def2-TZVPD.

Results
Multiplicity: 1
LUMO (eV): 0.2
Kohn-Sham gap (eV): 6.69

```
38
C11H23BrN2O | the Open Molecules 2025 dataset | ωB97M-V/def2-TZVPD
C -1.33411 3.96729 0.52020
C -0.34386 2.70135 0.34430
N -1.00280 1.46513 0.80612
C -1.72453 0.70029 -0.22451
C -1.60501 -0.87645 -0.24187
C -0.36559 -1.53892 -1.00073
C 0.61619 -2.34645 0.07708
C 2.12486 -2.57028 -0.53702
C 2.72349 -1.05975 -0.69397
C 1.64216 -0.02745 -1.31690
N 0.41617 -0.66852 -1.93052
C -0.29605 0.73308 1.81542
C -1.16941 0.10874 3.01075
O 0.93597 0.57379 1.91406
H -2.41376 3.60580 0.53312
H -1.10411 4.46923 1.50499
H -1.18652 4.65655 -0.37527
H -0.02129 2.69472 -0.74930
H 0.57396 2.92323 0.96481
H -1.48080 1.17678 -1.23972
H -2.84439 0.93121 -0.08510
H -1.66727 -1.37775 0.78505
H -2.55149 -1.25031 -0.77367
H -0.81560 -2.41621 -1.68721
H 0.15272 -3.37505 0.23627
H 0.66530 -1.83237 1.08515
H 2.78951 -3.24220 0.09372
H 2.04044 -3.00250 -1.64694
H 3.72966 -1.05605 -1.21292
H 2.89929 -0.70606 0.38201
H 2.17386 0.49901 -2.18688
H 1.40738 0.78276 -0.56819
H 0.79377 -1.32377 -2.66526
H -0.15575 0.00412 -2.47511
H -2.17153 -0.20217 2.58696
H -0.65637 -0.77414 3.48997
H -1.39001 0.93261 3.77345
Br 0.61556 -3.27929 -2.31233
```

---

Number 1: molar mass 74.08 g mol⁻¹. Number 2: molar mass 673.72 g mol⁻¹. Number 3: molar mass 279.22 g mol⁻¹.